Density functional theory data (wB97M-V/def2-TZVPD) for a 2-piece molecular cluster, C5H5BrFN overall in a non-equilibrium geometry.

Values from the calculation:
**E_HOMO**: -8.316 eV
**Calculated total energy**: -79511.1520 eV
**LUMO level**: 0.71 eV
**Energy relative to the best compared isomer or geometry (same formula, charge and spin)**: 103.0 kcal per mole
**Frontier orbital gap**: 9.0260 eV
**SMILES**: C=N/C=C(/F)Br.C#C

```
! RIJCOSX wB97M-V def2-TZVPD def2/J DEFGRID3
* xyz 0 1
C -0.2824 -1.7777 -0.5928
N 0.1739 -1.4009 0.4723
C 0.4426 -0.2540 1.0332
C 1.5677 0.3969 1.0773
F 1.9382 1.2900 1.9659
Br 3.0156 -0.0203 -0.1011
H -0.3285 -2.8908 -0.6410
H -0.1964 -1.1804 -1.5425
H -0.3217 0.1446 1.6483
C -1.5845 2.2488 -0.0462
C -0.5541 2.0713 -0.6759
H -2.4799 2.3781 0.5042
H 0.3029 2.0742 -1.2343
*
```